# 1
Molecular formula: C7H18FI2OP2Sn
Method: DFT, wB97M-V/def2-TZVPD

Structure (XYZ):
```
32
Properties=species:S:1:pos:R:3:forces:R:3:nbo_charge:R:1
I 0.593 -2.659 0.992 -0.11 0.49 -0.60 -0.08
I -0.912 2.811 -0.730 1.08 0.29 1.19 0.74
Sn -0.005 -0.242 -0.312 0.69 -1.28 2.75 0.77
P 2.499 0.541 0.051 -0.10 0.84 0.46 1.43
C 2.954 1.115 1.696 -0.13 -0.23 0.25 -0.97
C 3.436 -0.903 -0.405 -1.03 0.62 0.04 -0.98
H 4.398 -0.445 -0.569 0.84 -0.28 -0.19 0.30
H 3.844 1.880 -1.200 0.24 0.33 -0.26 0.31
H 2.999 -1.312 -1.308 0.35 -0.32 -0.24 0.28
H 2.320 1.597 -2.098 0.35 0.05 0.11 0.27
H 2.752 0.346 2.436 0.27 -0.20 0.10 0.29
H 3.407 -1.592 0.424 0.32 -0.37 0.09 0.30
C 2.758 1.849 -1.124 -0.44 0.16 -0.43 -1.02
H 4.004 1.351 1.636 0.81 -0.24 0.04 0.30
H 2.365 2.818 -0.790 0.25 -0.34 0.10 0.29
H 2.409 2.011 1.999 0.51 -0.19 -0.21 0.32
P -2.497 -0.734 -0.421 1.27 -0.61 -0.49 1.26
C -3.396 -0.569 1.079 -0.02 0.39 0.64 -1.01
C -3.131 0.272 -1.709 -0.36 0.38 -0.23 -1.01
H -1.721 -2.582 -1.761 -0.23 -0.01 0.04 0.29
H -3.468 -2.558 -1.352 -0.07 -0.51 -0.12 0.30
H -2.253 -3.107 -0.137 -0.13 0.05 -0.11 0.31
C -2.456 -2.425 -0.965 -0.16 -0.07 -0.11 -0.99
H -2.456 0.307 -2.568 -0.19 -0.14 -0.04 0.28
H -4.056 -0.246 -1.965 -0.34 0.40 -0.42 0.31
H -4.406 -0.897 0.798 -0.08 0.04 0.23 0.32
H -3.420 0.475 1.418 -0.16 -0.24 -0.05 0.29
H -3.322 1.286 -1.348 -0.34 -0.23 -0.17 0.27
H -3.001 -1.211 1.875 -0.12 0.02 -0.20 0.31
C -0.482 0.315 2.045 -0.42 0.44 1.10 0.51
O -0.527 0.734 3.087 -0.27 -0.84 -0.49 -0.35
F 0.771 1.775 1.229 -2.29 1.58 -2.80 -0.63
```
Positions in Å, forces in eV/Å.

As for the lowest unoccupied orbital energy (spin up / spin down): -15.51 / -15.53 eV. As for the energy relative to the best compared isomer or geometry (same formula, charge and spin): 30.3 kcal per mole. As for the net charge: +3. Its spin multiplicity is 1. The frontier orbital gap (spin up / spin down) comes out at 4.0386 / 3.9830 eV.


# 2
Molecular formula: C46H100F12N5O11
Method: DFT, wB97M-V/def2-TZVPD

Structure (XYZ):
```
174
Properties=species:S:1:pos:R:3:forces:R:3:lowdin_charge:R:1
C 2.182 -4.208 1.758 0.14 0.68 -1.45 -0.08
C 2.706 -3.114 0.788 0.86 -1.39 0.71 -0.24
C 2.610 -3.564 -0.663 -1.23 -0.97 -0.05 -0.20
C 3.047 -2.397 -1.439 0.69 2.10 0.79 -0.18
N 2.693 -2.266 -2.843 0.53 -2.20 -2.11 -0.23
C 3.052 -3.597 -3.624 -1.73 0.30 -0.47 -0.07
C 4.500 -3.553 -3.908 0.58 0.91 0.35 -0.16
C 4.780 -2.065 -4.145 0.00 -0.21 -0.23 -0.12
C 3.613 -1.293 -3.502 0.38 0.52 -0.18 -0.09
C 1.245 -1.959 -3.114 0.69 0.27 0.72 0.02
H 2.712 -5.148 1.548 -0.15 0.24 0.23 0.08
H 1.126 -4.353 1.513 -0.02 -0.13 0.58 0.07
H 2.383 -3.874 2.763 -0.32 -0.19 0.49 0.06
H 3.789 -3.042 0.993 -0.27 0.46 0.06 0.12
H 2.257 -2.117 0.939 -0.01 -0.55 0.02 0.10
H 1.594 -3.899 -0.932 -0.03 0.40 0.20 0.13
H 3.215 -4.444 -0.898 0.26 0.02 0.43 0.12
H 4.150 -2.306 -1.362 -0.59 0.14 -0.03 0.16
H 2.581 -1.506 -0.955 0.61 -0.29 -0.40 0.14
H 2.450 -3.510 -4.559 0.32 -0.31 0.73 0.15
H 2.784 -4.486 -3.045 -0.48 0.43 -0.12 0.13
H 4.841 -4.226 -4.697 -0.21 0.14 0.08 0.14
H 5.017 -3.786 -2.992 0.40 -0.58 0.30 0.11
H 4.769 -1.808 -5.190 0.17 -0.06 -0.49 0.11
H 5.773 -1.856 -3.767 0.00 0.51 0.20 0.11
H 3.051 -0.784 -4.274 -0.14 0.06 -0.05 0.13
H 3.931 -0.551 -2.783 0.00 0.17 0.30 0.12
H 0.915 -1.146 -2.448 0.06 -0.53 -0.14 0.12
H 0.677 -2.882 -3.059 0.01 0.30 0.74 0.09
H 1.178 -1.633 -4.131 0.03 0.24 -0.39 0.09
C 0.721 -0.317 4.394 -0.05 0.05 0.79 -0.08
C 1.215 -1.596 5.093 -2.59 1.09 0.69 -0.21
C 0.187 -2.738 4.893 1.18 -0.27 0.71 -0.20
C -1.044 -2.664 5.774 -0.66 0.10 -1.34 -0.09
N -2.229 -3.405 5.092 -0.23 0.22 -1.13 -0.23
C -2.824 -2.805 3.726 1.16 -0.73 0.23 -0.06
C -4.311 -2.586 3.921 1.14 1.49 0.45 -0.12
C -4.405 -2.401 5.440 0.54 0.18 -0.28 -0.12
C -3.378 -3.407 5.995 -2.08 0.24 0.86 -0.13
C -1.849 -4.767 4.681 0.94 -0.88 1.82 -0.02
H 1.212 0.625 4.688 0.08 -0.49 0.07 0.09
H -0.346 -0.195 4.603 0.03 0.03 0.19 0.04
H 0.796 -0.404 3.342 0.25 -0.13 -1.36 0.04
H 1.219 -1.347 6.146 0.15 -0.12 0.57 0.11
H 2.187 -1.917 4.875 1.44 -0.40 -0.75 0.08
H 0.698 -3.660 5.247 -0.20 0.20 -1.03 0.12
H -0.114 -2.761 3.842 0.26 -0.29 0.00 0.10
H -1.397 -1.660 5.931 -0.25 0.56 -0.07 0.11
H -0.841 -3.136 6.728 -0.31 -0.27 0.11 0.13
H -2.648 -3.597 3.006 0.26 0.23 -0.31 0.11
H -2.184 -1.948 3.531 -0.64 0.36 -0.04 0.10
H -4.978 -3.317 3.464 0.32 -0.32 0.31 0.12
H -4.489 -1.636 3.434 -0.42 0.26 -0.10 0.10
H -5.424 -2.529 5.724 -0.64 -0.59 0.78 0.11
H -4.132 -1.392 5.755 0.20 0.04 -0.48 0.11
H -3.868 -4.374 6.076 0.37 -0.37 -0.40 0.13
H -3.056 -3.172 6.993 0.20 0.26 0.43 0.12
H -0.969 -4.695 4.051 -0.08 -0.15 -0.16 0.08
H -2.682 -5.195 4.111 0.32 -0.30 0.61 0.12
H -1.535 -5.302 5.639 -0.68 0.16 -1.40 0.14
C 3.139 4.847 -1.862 -1.31 0.84 0.85 -0.03
C 3.447 6.256 -1.356 0.95 0.76 -1.43 -0.30
C 3.050 7.230 -2.469 -0.46 0.08 -0.64 -0.22
O 3.342 8.560 -2.151 0.92 -0.84 1.31 -0.18
C 2.913 9.556 -3.030 -1.68 -0.15 -0.56 -0.09
N 2.568 6.583 -0.184 -1.22 -1.20 -0.96 0.24
H 2.680 5.821 0.460 0.05 -0.24 1.09 0.14
H 2.696 7.486 0.244 0.37 0.54 0.14 0.17
H 1.571 6.507 -0.503 0.83 0.27 0.25 0.20
H 2.074 4.829 -2.157 0.38 -0.08 -0.29 0.09
H 3.175 4.171 -1.018 0.52 -0.63 -0.12 0.05
H 3.761 4.597 -2.716 0.11 -0.25 0.24 0.11
H 4.536 6.329 -1.065 -1.30 0.28 -0.07 0.18
H 1.964 7.122 -2.674 0.09 -0.07 0.31 0.14
H 3.489 6.856 -3.406 0.41 0.41 0.08 0.14
H 1.800 9.640 -3.009 0.59 -0.04 -0.02 0.11
H 3.197 9.326 -4.046 0.25 0.01 -0.42 0.09
H 3.322 10.502 -2.730 0.34 0.26 0.22 0.09
C -4.169 -1.460 -4.583 1.11 0.38 0.29 -0.02
C -3.175 -0.621 -3.770 2.02 -0.17 1.23 -0.35
C -1.855 -1.334 -3.273 -1.50 -1.75 -2.58 -0.09
O -0.962 -1.604 -4.475 -1.34 0.82 1.41 -0.25
C -0.820 -2.933 -4.967 -0.47 0.14 0.89 -0.11
N -2.668 0.594 -4.419 -1.00 -0.30 -0.50 0.05
H -3.439 0.995 -4.937 0.16 0.34 -0.33 0.12
H -2.021 1.578 -3.532 0.67 0.29 -0.18 0.05
H -1.967 0.255 -5.055 0.35 0.20 -0.73 0.10
H -5.050 -0.921 -4.844 -0.66 0.93 -0.21 0.06
H -4.531 -2.299 -4.024 0.25 -0.75 0.36 0.07
H -3.707 -1.778 -5.521 0.07 -0.19 0.15 0.09
H -3.490 -0.227 -2.811 -1.25 -0.41 0.31 0.13
H -2.182 -2.267 -2.783 0.51 -0.06 -0.28 0.09
H -1.340 -0.697 -2.591 0.66 0.72 0.22 0.08
H -1.734 -3.512 -5.062 -0.35 0.38 -0.36 0.08
H -0.284 -3.518 -4.230 0.25 -0.50 -0.14 0.05
H -0.241 -2.813 -5.872 0.01 -0.28 -0.40 0.09
C 0.601 3.351 1.129 -0.19 -0.41 1.52 -0.04
C 0.862 1.934 0.630 0.52 0.83 -1.13 -0.35
C -0.302 0.982 0.544 -0.98 0.46 -0.02 -0.19
O 0.269 -0.243 0.150 1.52 0.37 0.46 -0.20
C -0.574 -1.283 0.430 -2.53 -1.27 -1.32 -0.12
N 1.478 2.013 -0.749 -0.21 0.90 -0.17 0.06
H 3.456 1.960 -0.800 -0.99 -0.10 0.13 0.03
H 1.170 1.177 -1.239 0.28 -0.05 -0.07 0.07
H 1.046 2.784 -1.315 0.20 -0.90 0.90 0.08
H 1.490 3.941 1.359 0.49 -0.29 -0.27 0.06
H 0.068 3.369 2.082 0.03 -0.46 0.22 0.09
H -0.043 3.957 0.546 -0.66 0.38 -1.32 0.05
H 1.579 1.435 1.293 0.05 0.24 -0.14 0.13
H -1.048 1.230 -0.233 0.18 0.47 0.21 0.13
H -0.862 0.902 1.495 0.47 -0.09 -0.27 0.11
H -1.049 -1.197 1.409 -0.07 0.03 0.01 0.09
H -0.147 -2.259 0.329 1.07 -0.41 0.20 0.06
H -1.346 -1.355 -0.389 0.01 0.28 0.99 0.10
C -2.361 1.032 3.881 -0.24 0.29 0.94 -0.48
O -2.301 2.384 4.472 -0.45 -0.61 0.32 -0.13
O -2.548 0.048 4.736 0.19 0.21 -0.92 -0.16
C -3.481 1.148 2.798 0.76 1.06 0.51 -0.52
F -3.456 0.174 1.878 -0.28 -0.78 0.09 0.12
F -4.652 1.157 3.449 -0.25 0.08 -0.93 0.15
F -3.370 2.292 2.013 -0.34 -0.54 0.84 0.08
C -3.085 2.640 5.623 0.21 0.92 1.61 -0.28
C -2.228 3.700 6.407 0.64 -0.69 -0.92 -0.09
H -1.379 3.146 6.830 -0.13 0.05 0.00 0.06
H -1.741 4.420 5.701 -0.81 -0.33 0.55 0.07
H -2.714 4.193 7.242 -0.35 0.17 -0.11 0.06
H -3.260 1.793 6.361 0.44 0.46 -1.41 0.12
H -4.091 3.036 5.375 0.45 -0.10 -0.14 0.11
H -1.393 1.075 3.366 0.26 -0.33 -0.43 0.10
C 5.286 2.031 -0.110 1.05 1.03 -2.00 -0.38
O 6.512 1.648 -0.668 0.29 -0.05 -0.47 -0.09
O 4.308 1.518 -0.932 0.01 0.03 0.05 0.03
C 5.290 1.480 1.282 -2.91 0.00 0.41 -0.63
F 5.231 0.190 1.428 -0.46 -1.77 -0.64 0.21
F 6.320 1.858 1.916 2.30 1.71 1.80 0.24
F 4.126 1.971 1.922 1.05 -0.07 -0.53 0.08
C 7.052 2.417 -1.806 -0.45 0.71 1.67 -0.18
C 8.385 2.943 -1.244 -1.57 -0.57 -0.06 -0.04
H 8.128 3.565 -0.437 -0.35 1.14 1.16 0.05
H 8.781 2.078 -0.728 0.90 -0.16 -0.46 0.09
H 9.021 3.527 -1.878 0.48 -0.30 -0.64 0.08
H 6.254 3.126 -2.045 0.43 0.52 -0.04 0.10
H 7.207 1.865 -2.709 -0.11 -1.09 -0.19 0.10
H 5.216 3.179 0.025 0.07 -1.32 -0.28 0.18
C -3.321 -4.860 -2.116 0.48 -1.79 -0.32 -0.52
O -4.622 -4.400 -1.633 0.48 -0.89 -0.86 -0.09
O -2.692 -4.127 -2.973 -0.61 0.00 -0.79 -0.14
C -2.358 -5.050 -0.939 0.54 1.67 2.09 -0.45
F -3.024 -5.125 0.267 0.59 -1.20 -0.31 0.07
F -1.494 -6.097 -1.102 -0.92 0.86 0.51 0.10
F -1.544 -3.927 -0.672 -0.31 -1.13 -0.71 0.03
C -5.487 -5.520 -1.498 -0.15 0.04 1.50 -0.32
C -6.401 -5.184 -0.353 -1.08 -0.63 0.31 -0.10
H -5.812 -5.189 0.563 -0.02 0.47 0.11 0.06
H -6.959 -4.219 -0.495 0.52 -1.00 0.18 0.09
H -7.092 -6.054 -0.239 -0.02 0.80 -0.04 0.08
H -4.960 -6.470 -1.227 -0.08 0.80 -0.07 0.12
H -6.088 -5.803 -2.353 0.10 0.50 -0.86 0.11
H -3.563 -6.004 -2.320 0.69 1.52 -0.67 0.15
C -1.857 3.323 -2.567 1.69 1.46 1.32 -0.50
O -3.199 3.291 -2.413 -0.72 -0.23 0.77 -0.05
O -1.299 2.206 -3.050 0.24 -1.50 -0.33 -0.03
C -1.429 4.518 -3.423 -2.81 0.00 -0.04 -0.60
F -1.767 5.720 -2.878 0.32 -0.24 0.24 0.12
F -0.133 4.502 -3.574 1.85 0.28 -0.36 0.16
F -2.033 4.486 -4.611 0.27 0.03 -0.61 0.17
C -3.618 2.605 -1.159 -0.64 1.61 -2.58 -0.18
C -5.133 2.700 -1.210 1.44 -2.50 1.16 -0.04
H -5.480 2.156 -2.080 -0.44 0.55 -0.33 0.08
H -5.381 2.066 -0.362 -0.72 0.02 0.27 0.08
H -5.475 3.686 -0.998 -0.35 0.65 -0.46 0.08
H -3.283 3.225 -0.375 0.75 0.46 1.17 0.09
H -3.142 1.633 -1.146 -0.34 -0.39 0.14 0.11
H -1.300 3.594 -1.622 -0.59 -0.25 0.16 0.15
```
Positions in Å, forces in eV/Å.

As for the lowest unoccupied orbital energy: -2.93 eV. As for the net charge: +1. Its spin multiplicity is 1. The frontier orbital gap comes out at 5.4457 eV.


These records have molar mass values of 571.7 1127.3 g mol⁻¹, in the order they appear.